Computed, not measured: C6H9N as an isolated structure in a non-equilibrium geometry, with the ωB97M-V functional and the def2-TZVPD basis.

strongest force on any atom	1.6	eV/Å
net charge	0
E_tot	-7854.3897	eV
gap between HOMO and LUMO	0.3356	Ha
HOMO	-7.97	eV
ΔE to the lowest compared entry with this formula, charge and spin	86.9	kcal/mol

The geometry in XYZ format:
```
16
Properties=species:S:1:pos:R:3:lowdin_charge:R:1
C 2.0609 0.3527 0.0442 -0.093
N 0.8703 -0.3998 -0.4028 -0.119
C 0.0241 -0.9435 0.6148 -0.229
C -1.2528 -0.1584 0.8061 -0.191
C -1.1425 1.0380 -0.1290 -0.096
C -0.4829 0.0337 -1.1077 -0.146
C -1.1923 -1.1101 -0.3527 -0.082
H 1.8587 1.2807 0.5981 0.066
H 2.7043 0.5869 -0.8109 0.071
H 2.6828 -0.2769 0.7200 0.086
H 0.4610 -1.5335 1.4285 0.141
H -1.8262 -0.2745 1.7155 0.127
H -0.5087 1.8829 0.1585 0.098
H -2.1440 1.3824 -0.4095 0.113
H -0.4290 0.1598 -2.1913 0.130
H -1.6839 -2.0203 -0.6818 0.125
```